{"formula": "C2H9O2", "method": "wB97M-V/def2-TZVPD", "elements": ["O", "H", "H", "H", "C", "O", "C", "H", "H", "H", "H", "H", "H"], "coordinates": [[-0.220259, 2.351521, 0.843183], [-0.590797, -1.464231, -2.024256], [0.584675, 2.565708, 1.304326], [-0.695265, 3.161099, 0.995050], [-0.254758, -0.499976, 0.072919], [-0.230989, -0.724743, -1.528991], [0.754980, -1.452245, 0.658401], [-1.298395, -0.776833, 0.186511], [-0.036155, 0.565721, 0.105179], [-0.210607, 0.053361, -2.066426], [1.690187, -1.168189, 0.176489], [0.375385, -2.463620, 0.590292], [0.879410, -1.166935, 1.704909]], "forces_ev_per_angstrom": [[0.1131, -0.0900, -0.0455], [-0.3140, -0.5736, 0.1793], [0.8496, -0.1912, 0.2908], [-0.8854, 0.5097, -0.1715], [-0.4832, -1.0037, -0.7052], [0.8618, -0.2125, 0.3794], [-0.5917, 1.5647, -0.2524], [0.0288, 0.4222, 0.7534], [-0.2385, -0.2174, 0.1799], [0.0054, 1.0790, -0.6027], [0.2360, -0.8800, 0.0015], [0.5841, -0.2769, -0.1088], [-0.1660, -0.1303, 0.1019]], "homo_ev": -15.801, "mol_weight_g_mol": 65.09, "orbital_gap_ev": 11.759, "e_tot_ha": -231.76388, "lumo_ev": -4.0, "relative_energy_ev": 0.971, "charge": 1, "multiplicity": 1}